Entry 1:
A cluster of 15 separate species, C59H178N26O15P8 in total at a distorted geometry, computed with the ωB97M-V functional and the def2-TZVPD basis.

For the LUMO energy, the calculation gives 0.27 eV. As for the highest occupied orbital energy: -0.2932 hartree. Its frontier orbital gap is 8.2 eV. For the molecular weight, the calculation gives 1740.032 g/mol.

```
! wB97M-V def2-TZVPD RIJCOSX def2/J DEFGRID3
* xyz 0 1
C -32.202 -19.324 -2.143
C -32.316 -20.730 -2.608
O -31.935 -21.054 -3.695
N -32.842 -21.561 -1.676
C -33.601 -21.097 -0.515
H -33.106 -18.830 -1.856
H -31.741 -18.785 -2.946
H -31.564 -19.210 -1.279
H -32.821 -22.526 -1.915
H -34.602 -21.525 -0.453
H -33.775 -20.052 -0.611
H -33.082 -21.328 0.423
C -23.448 -24.309 2.704
C -24.401 -24.780 1.583
O -25.607 -24.788 1.783
N -23.750 -25.277 0.491
C -24.479 -25.814 -0.693
H -22.585 -23.813 2.299
H -23.201 -25.193 3.311
H -23.968 -23.614 3.343
H -22.764 -25.139 0.412
H -24.848 -25.006 -1.306
H -25.371 -26.336 -0.296
H -23.930 -26.544 -1.250
O -17.858 -21.293 -7.606
P -19.272 -21.173 -7.198
N -20.289 -20.138 -8.027
C -20.298 -18.656 -7.874
C -20.653 -20.515 -9.385
N -19.473 -20.500 -5.653
C -20.811 -20.633 -5.088
C -18.252 -20.359 -4.833
N -20.190 -22.613 -7.372
C -19.339 -23.730 -7.628
C -21.553 -22.997 -7.679
H -20.540 -18.385 -6.838
H -21.164 -18.291 -8.410
H -19.439 -18.141 -8.274
H -20.153 -19.811 -10.064
H -21.678 -20.483 -9.553
H -20.296 -21.576 -9.597
H -21.110 -21.688 -4.946
H -20.731 -20.303 -4.005
H -21.587 -20.286 -5.719
H -17.708 -21.283 -4.879
H -17.641 -19.566 -5.277
H -18.344 -20.080 -3.727
H -19.789 -24.683 -7.358
H -19.166 -23.815 -8.688
H -18.314 -23.580 -7.255
H -21.635 -23.667 -8.593
H -22.210 -22.147 -7.710
H -21.982 -23.579 -6.861
O -32.696 -24.260 -1.334
P -31.606 -24.975 -2.073
N -31.689 -24.773 -3.727
C -33.032 -24.828 -4.321
C -30.599 -24.541 -4.742
N -31.697 -26.581 -1.730
C -30.602 -27.398 -2.284
C -32.563 -27.108 -0.647
N -30.010 -24.438 -1.809
C -29.711 -23.047 -2.164
C -29.288 -24.851 -0.589
H -33.852 -24.892 -3.556
H -33.154 -25.714 -4.944
H -33.305 -24.001 -4.902
H -30.921 -25.200 -5.523
H -29.603 -24.776 -4.426
H -30.660 -23.501 -5.126
H -31.113 -28.239 -2.814
H -30.128 -26.669 -3.014
H -29.792 -27.704 -1.635
H -33.212 -27.943 -0.965
H -31.907 -27.526 0.140
H -33.244 -26.308 -0.349
H -29.736 -22.451 -1.214
H -28.708 -23.007 -2.575
H -30.425 -22.659 -2.859
H -29.677 -24.401 0.338
H -28.238 -24.537 -0.684
H -29.396 -25.938 -0.486
O -26.922 -13.257 -5.176
P -25.595 -12.728 -5.600
N -24.677 -14.047 -6.058
C -23.334 -13.796 -6.432
C -25.063 -15.339 -5.540
N -24.715 -11.835 -4.543
C -24.105 -12.544 -3.442
C -25.264 -10.538 -4.110
N -25.713 -11.598 -6.817
C -26.888 -11.595 -7.644
C -24.644 -10.741 -7.225
H -23.048 -12.907 -5.881
H -23.292 -13.553 -7.518
H -22.643 -14.661 -6.267
H -24.418 -16.191 -5.881
H -26.069 -15.598 -5.871
H -25.044 -15.378 -4.470
H -23.376 -13.205 -3.931
H -23.531 -11.783 -2.863
H -24.780 -13.156 -2.851
H -26.231 -10.714 -3.677
H -24.667 -9.965 -3.400
H -25.431 -9.872 -4.943
H -26.581 -11.689 -8.740
H -27.563 -12.394 -7.272
H -27.473 -10.673 -7.538
H -23.783 -10.745 -6.583
H -25.013 -9.727 -7.312
H -24.242 -10.921 -8.238
O -25.893 -18.038 -4.297
P -26.269 -19.434 -4.611
N -27.897 -19.707 -4.403
C -28.829 -20.502 -5.220
C -28.378 -19.347 -3.058
N -25.431 -20.491 -3.653
C -25.715 -21.961 -3.843
C -25.183 -20.064 -2.248
N -25.967 -19.871 -6.143
C -26.442 -18.933 -7.141
C -24.590 -20.278 -6.506
H -29.761 -19.938 -5.167
H -29.033 -21.433 -4.708
H -28.501 -20.448 -6.220
H -28.304 -20.125 -2.303
H -29.442 -19.066 -3.170
H -27.881 -18.445 -2.593
H -26.027 -22.102 -4.893
H -24.869 -22.625 -3.649
H -26.480 -22.256 -3.177
H -25.861 -19.258 -1.955
H -25.347 -20.834 -1.543
H -24.166 -19.711 -2.119
H -25.880 -17.990 -7.029
H -26.182 -19.434 -8.080
H -27.558 -18.847 -7.050
H -24.021 -20.795 -5.743
H -23.952 -19.370 -6.619
H -24.633 -20.913 -7.343
O -32.152 -13.633 -6.829
P -31.127 -14.607 -6.388
N -30.256 -14.106 -5.083
C -29.969 -12.662 -5.180
C -29.393 -14.817 -4.145
N -30.197 -14.954 -7.689
C -29.964 -14.108 -8.881
C -28.877 -15.520 -7.303
N -31.472 -16.143 -5.798
C -31.310 -17.414 -6.487
C -32.613 -16.161 -4.826
H -28.902 -12.472 -5.597
H -30.018 -12.132 -4.257
H -30.662 -12.242 -5.810
H -29.758 -15.837 -3.889
H -29.236 -14.220 -3.223
H -28.368 -15.016 -4.589
H -29.151 -13.412 -8.756
H -29.806 -14.776 -9.739
H -30.856 -13.551 -9.104
H -28.157 -14.703 -7.166
H -29.062 -16.108 -6.469
H -28.513 -16.157 -8.150
H -30.981 -18.256 -5.833
H -32.311 -17.760 -6.816
H -30.610 -17.415 -7.335
H -33.619 -16.495 -5.142
H -32.670 -15.178 -4.376
H -32.314 -16.823 -4.042
O -20.937 -24.817 -0.171
P -20.339 -23.967 -1.192
N -18.837 -23.492 -0.661
C -18.389 -23.576 0.706
C -17.811 -23.068 -1.620
N -21.153 -22.542 -1.720
C -21.120 -21.392 -0.874
C -22.514 -22.716 -2.255
N -20.353 -24.874 -2.671
C -19.830 -24.294 -3.905
C -20.129 -26.313 -2.567
H -17.456 -24.161 0.782
H -19.091 -24.216 1.245
H -18.292 -22.609 1.246
H -17.480 -22.143 -1.217
H -18.286 -22.768 -2.530
H -17.084 -23.841 -1.813
H -20.069 -21.231 -0.539
H -21.404 -20.550 -1.489
H -21.745 -21.389 0.012
H -22.551 -21.950 -3.010
H -22.693 -23.713 -2.660
H -23.293 -22.541 -1.486
H -18.801 -24.630 -4.143
H -20.492 -24.495 -4.739
H -19.883 -23.176 -3.804
H -20.230 -26.742 -3.594
H -20.901 -26.750 -1.941
H -19.193 -26.631 -2.053
O -24.927 -23.171 -7.375
P -25.743 -23.737 -8.487
N -24.992 -23.393 -9.945
C -25.563 -23.898 -11.160
C -24.274 -22.196 -10.263
N -27.309 -23.253 -8.603
C -27.585 -21.893 -9.050
C -28.044 -23.582 -7.280
N -25.950 -25.360 -8.296
C -24.720 -26.067 -8.141
C -26.995 -26.129 -9.014
H -26.074 -24.854 -10.944
H -24.738 -24.143 -11.796
H -26.240 -23.171 -11.666
H -23.575 -22.399 -11.128
H -23.512 -22.006 -9.468
H -24.938 -21.362 -10.586
H -28.691 -21.823 -9.215
H -27.179 -20.990 -8.465
H -27.270 -21.801 -10.073
H -29.090 -23.398 -7.395
H -28.057 -24.670 -7.065
H -27.622 -23.023 -6.527
H -25.036 -27.029 -7.799
H -24.174 -26.177 -9.126
H -24.130 -25.601 -7.351
H -27.525 -26.865 -8.386
H -26.465 -26.768 -9.760
H -27.773 -25.432 -9.396
O -27.132 -19.324 0.624
P -26.394 -19.277 1.908
N -24.745 -19.476 1.763
C -23.925 -20.135 2.715
C -24.101 -18.765 0.710
N -26.894 -20.517 2.909
C -28.140 -20.354 3.548
C -26.902 -21.848 2.385
N -26.702 -17.879 2.683
C -27.731 -16.956 2.235
C -25.765 -17.414 3.677
H -23.216 -20.800 2.280
H -24.544 -20.827 3.310
H -23.376 -19.528 3.420
H -23.597 -19.490 0.010
H -23.402 -18.007 1.115
H -24.814 -18.243 0.088
H -29.053 -20.501 2.883
H -28.248 -21.179 4.322
H -28.290 -19.441 4.092
H -26.654 -22.667 3.096
H -27.844 -22.117 1.866
H -26.176 -21.880 1.595
H -28.213 -17.256 1.320
H -28.414 -16.833 3.079
H -27.205 -16.001 2.012
H -24.983 -16.707 3.342
H -25.300 -18.282 4.030
H -26.311 -16.896 4.513
C -27.968 -18.017 -10.639
O -26.980 -18.727 -11.287
H -28.963 -18.189 -11.044
H -28.016 -18.303 -9.577
H -27.773 -16.961 -10.653
H -26.222 -18.135 -11.294
C -25.828 -16.254 -1.538
O -24.667 -16.884 -2.165
H -25.557 -15.313 -1.079
H -26.685 -16.035 -2.163
H -26.221 -16.780 -0.649
H -24.965 -17.403 -2.962
C -24.203 -25.468 -4.538
O -23.703 -24.221 -4.992
H -23.387 -26.217 -4.406
H -24.662 -25.380 -3.580
H -24.898 -25.902 -5.252
H -24.201 -23.886 -5.767
C -21.743 -17.062 -3.646
O -21.838 -15.980 -2.734
H -21.401 -18.036 -3.297
H -22.682 -17.273 -4.160
H -21.038 -16.718 -4.396
H -22.739 -15.931 -2.326
C -23.959 -16.718 -10.162
O -24.473 -17.191 -11.390
H -22.960 -16.326 -10.360
H -24.696 -15.956 -9.721
H -23.874 -17.548 -9.490
H -24.391 -16.504 -12.080
*
```

Entry 2:
A structure of composition C59H45F4N6O6S3Zr at a distorted geometry, computed with the ωB97M-V functional and the def2-TZVPD basis.

For the LUMO energy, the calculation gives -2.46 eV. As for the highest occupied orbital energy: -0.3609 hartree. Its frontier orbital gap is 7.4 eV. The calculation puts the relative energy (zero: lowest compared OMol25 entry of this formula, charge and spin) at 263.9 kJ/mol. For the molecular weight, the calculation gives 1197.462 g/mol.

```
! wB97M-V def2-TZVPD RIJCOSX def2/J DEFGRID3
* xyz 1 1
Zr 0.213 -0.208 -0.331
C -0.388 -7.933 -0.529
C -1.584 -7.133 -1.042
C -2.930 -7.683 -0.579
C -3.055 -7.602 0.937
C -2.744 -6.213 1.404
C -3.230 -5.763 2.613
C -2.970 -4.463 3.035
F -3.472 -4.055 4.218
C -2.244 -3.593 2.268
C -1.738 -4.026 1.038
C -0.991 -3.068 0.222
O -0.790 -1.907 0.656
C -0.553 -3.567 -1.041
C -0.796 -4.872 -1.374
N -1.467 -5.743 -0.611
C -1.975 -5.344 0.601
C 0.205 -2.717 -2.070
O 0.676 -3.289 -3.032
O 0.245 -1.456 -1.848
H -0.519 -8.984 -0.773
H -0.278 -7.831 0.547
H 0.528 -7.578 -0.996
H -1.555 -7.133 -2.136
H -3.041 -8.710 -0.921
H -3.721 -7.087 -1.038
H -2.366 -8.306 1.410
H -4.065 -7.876 1.249
H -3.827 -6.412 3.233
H -2.055 -2.576 2.571
H -0.425 -5.226 -2.328
N -1.855 0.351 0.046
S -2.714 1.280 0.778
N -2.298 1.999 2.231
S -2.055 1.397 3.630
N -0.911 0.386 3.914
S 0.519 0.564 3.059
N 0.310 0.506 1.617
C 1.096 2.218 3.508
C 1.274 3.057 2.419
C 1.638 4.376 2.629
C 1.837 4.838 3.922
C 1.665 3.987 5.003
C 1.283 2.669 4.802
C 1.417 -0.736 3.936
C 1.022 -2.024 3.622
C 1.610 -3.088 4.287
C 2.576 -2.849 5.252
C 2.972 -1.553 5.541
C 2.392 -0.481 4.880
C -1.795 2.794 4.726
C -1.708 4.101 4.287
C -1.437 5.095 5.215
C -1.266 4.772 6.553
C -1.361 3.455 6.981
C -1.625 2.458 6.061
C -3.560 0.691 4.319
C -3.713 -0.671 4.486
C -4.917 -1.156 4.970
C -5.942 -0.278 5.287
C -5.774 1.090 5.127
C -4.577 1.579 4.635
C -3.007 2.852 -0.053
C -4.268 3.262 -0.438
C -4.421 4.502 -1.039
C -3.313 5.303 -1.262
C -2.045 4.864 -0.906
C -1.886 3.630 -0.297
C -4.317 0.485 1.141
C -4.368 -0.838 0.737
C -5.518 -1.582 0.935
C -6.610 -0.990 1.551
C -6.550 0.332 1.963
C -5.400 1.081 1.761
H 1.135 2.643 1.425
H 1.778 5.040 1.791
H 2.133 5.862 4.092
H 1.835 4.346 6.008
H 1.120 2.009 5.641
H 0.284 -2.160 2.844
H 1.324 -4.102 4.047
H 3.033 -3.676 5.773
H 3.742 -1.373 6.276
H 2.730 0.523 5.076
H -1.848 4.315 3.239
H -1.364 6.124 4.897
H -1.061 5.551 7.272
H -1.233 3.204 8.023
H -1.695 1.420 6.346
H -2.884 -1.323 4.267
H -5.042 -2.219 5.108
H -6.877 -0.663 5.662
H -6.569 1.772 5.387
H -4.417 2.640 4.508
H -5.120 2.622 -0.278
H -5.405 4.836 -1.327
H -3.437 6.264 -1.736
H -1.183 5.484 -1.101
H -0.913 3.242 -0.017
H -3.486 -1.232 0.252
H -5.565 -2.611 0.608
H -7.511 -1.560 1.706
H -7.409 0.783 2.434
H -5.350 2.111 2.078
F 0.197 4.099 -8.744
C 0.201 4.980 -7.723
F 1.269 5.773 -7.925
F -0.881 5.755 -7.895
C 0.228 4.294 -6.391
C -0.881 4.341 -5.557
C -0.869 3.649 -4.364
C 0.254 2.905 -3.989
C 1.372 2.880 -4.831
C 1.357 3.568 -6.027
C 0.230 2.150 -2.784
C 0.144 1.497 -1.758
H -1.745 4.916 -5.853
H -1.732 3.661 -3.715
H 2.238 2.303 -4.540
H 2.210 3.553 -6.689
O 2.808 -0.035 1.910
N 2.193 -0.242 0.896
O 2.176 0.586 -0.018
O 1.762 -1.367 0.628
*
```

What is the molecular weight in the first record?
1740.032 g/mol

Which of these has the lowest highest occupied orbital energy?
C59H45F4N6O6S3Zr